--- A ---
9
Properties=species:S:1:pos:R:3 method="wB97M-V/def2-TZVPD" homo_energy_ev=-8.560 lumo_ev=-0.43
C -0.59 0.56 -0.06
C 2.17 -1.34 0.41
Se 3.09 0.12 -0.04
H 0.03 0.80 -0.93
H -0.13 -0.34 0.29
H -1.51 0.51 -0.57
H 2.74 -2.29 0.54
H -0.51 1.27 0.77
H 1.99 1.25 0.18



--- B ---
9
Properties=species:S:1:pos:R:3 method="wB97M-V/def2-TZVPD" homo_energy_ev=-8.703 lumo_ev=0.87 smiles=CC[SeH]
C 0.99 -0.23 0.07
C -0.23 0.61 0.02
Se -1.86 -0.25 0.72
H 1.66 0.28 -0.60
H 1.32 -0.17 1.16
H 0.76 -1.24 -0.14
H -0.45 0.67 -1.12
H -0.03 1.61 0.29
H -2.16 -1.28 -0.39



Most stable one: B, least stable one: A.



--- A ---
36
Properties=species:S:1:pos:R:3 method="wB97M-V/def2-TZVPD" homo_energy_ev=-9.282 lumo_ev=0.18 smiles="CC(C)C[C@H](NC(=O)[C@@H]1CCCN1)C(=O)O"
C 2.00 -0.50 -4.17
C 0.81 -0.75 -3.17
C 0.62 -2.26 -3.27
C 1.02 -0.16 -1.78
C -0.38 -0.18 -1.17
N -0.32 0.69 0.01
C 0.59 0.61 0.94
O 1.35 -0.39 1.16
C 0.48 1.48 2.07
C 0.23 1.04 3.50
C -1.19 1.27 3.77
C -1.51 2.58 2.96
N -0.72 2.37 1.80
C -0.98 -1.55 -0.88
O -1.84 -2.24 -1.56
O -0.45 -2.04 0.43
H 1.73 -0.88 -5.30
H 3.09 -0.95 -4.14
H 2.27 0.69 -4.02
H -0.01 -0.21 -3.62
H -0.48 -2.53 -2.95
H 0.97 -2.69 -4.30
H 1.35 -2.84 -2.54
H 1.82 -0.79 -1.26
H 1.22 0.95 -1.88
H -1.07 0.37 -1.90
H -1.19 1.36 0.14
H 1.40 2.24 2.09
H 0.76 1.69 4.17
H 0.33 -0.03 3.60
H -1.73 0.63 3.20
H -1.40 1.04 4.91
H -2.50 2.73 2.58
H -1.37 3.51 3.65
H -0.67 3.42 1.13
H 0.10 -1.32 0.84



--- B ---
36
Properties=species:S:1:pos:R:3 method="wB97M-V/def2-TZVPD" homo_energy_ev=-9.234 lumo_ev=0.62 smiles="CC[C@H](C)[C@H](NC(=O)[C@@H]1CCCN1)C(=O)O"
C 4.46 -0.66 -0.15
C 3.71 0.15 -1.22
C 2.41 0.93 -0.72
C 2.54 1.90 0.57
C 1.37 -0.12 -0.38
N 0.00 0.58 -0.24
C -1.14 -0.10 -0.77
O -0.95 -1.31 -1.18
C -2.46 0.78 -0.59
C -2.77 1.24 0.78
C -4.20 0.51 0.88
C -3.95 -0.83 0.08
N -3.57 -0.07 -1.09
C 1.42 -0.84 0.93
O 2.19 -0.41 1.80
O 0.33 -1.80 1.11
H 4.85 0.01 0.66
H 3.69 -1.37 0.35
H 5.41 -1.20 -0.64
H 4.55 0.89 -1.54
H 3.34 -0.40 -2.14
H 2.04 1.19 -1.73
H 2.79 2.93 0.05
H 3.32 1.86 1.52
H 1.44 1.87 0.98
H 1.20 -0.88 -1.24
H -0.22 1.22 0.55
H -2.27 1.58 -1.45
H -3.00 2.30 0.91
H -1.94 1.06 1.60
H -4.94 1.17 0.26
H -4.69 0.24 1.90
H -3.17 -1.48 0.51
H -4.80 -1.57 0.01
H -3.24 -0.77 -1.96
H -0.32 -1.81 0.42



Most stable one: B, least stable one: A.